Entry 1:
Formula: C8H15NO2
Source: OMol25
Level of theory: ωB97M-V/def2-TZVPD

Cartesian coordinates (Å):
1 C -1.1096 -0.1797 1.8006
2 C -1.0523 0.0971 0.3396
3 C -1.5692 1.5036 0.0458
4 C -1.9585 -0.9101 -0.3195
5 C 0.5011 -0.1322 -0.4067
6 C 0.4341 -0.0146 -2.0417
7 C 0.6167 -1.4999 -0.0649
8 N 0.6968 -2.5919 0.2558
9 O 1.4521 0.6248 0.3023
10 C 2.7742 0.1470 0.1646
11 O 3.5455 0.3230 1.3057
12 H -0.5862 -1.1294 2.0170
13 H -2.1036 0.0066 2.0014
14 H -0.5494 0.6184 2.4340
15 H -2.1107 1.6185 -0.8984
16 H -2.2600 1.7095 0.8381
17 H -0.7107 2.2170 0.1331
18 H -1.8178 -0.9174 -1.4076
19 H -2.9998 -0.6261 -0.1685
20 H -1.7972 -1.8651 0.0375
21 H -0.1214 -0.9033 -2.4294
22 H 0.0323 0.9636 -2.3094
23 H 1.4899 -0.1043 -2.3182
24 H 2.8044 -0.8771 -0.2150
25 H 3.2094 0.6830 -0.7179
26 H 3.1898 1.2391 1.6216

SMILES: CC(C)(C)[C@](C)(C#N)OCO
ΔE to the lowest compared entry with this formula, charge and spin: 324.2 kJ/mol
Orbital gap: 10.84 eV
E_HOMO: -10.2 eV

natural (NBO) population analysis, charges in e, atoms 1 to 8: C -0.63; C 0.03; C -0.63; C -0.63; C 0.16; C -0.62; C 0.25; N -0.33

Entry 2:
Formula: C9H19InNO4P2
Source: OMol25
Level of theory: ωB97M-V/def2-TZVPD

Cartesian coordinates (Å):
1 C 3.6202 3.7294 0.6642
2 C 3.3226 2.4497 0.1384
3 O 3.0593 1.1966 -0.6413
4 P 2.7918 -0.0819 0.5665
5 O 2.6859 0.6634 1.9530
6 O 1.3678 -0.9280 0.0516
7 C 0.6479 -1.5753 1.1533
8 C -0.9516 -1.1141 0.9788
9 C -1.2453 -1.0401 -0.6654
10 C -2.8800 -1.1597 -0.9841
11 C -3.5393 0.3001 -1.4002
12 C -3.4792 1.3879 -0.1356
13 C -4.7783 1.2915 0.8622
14 O 4.1877 -1.1446 0.4225
15 P 5.4274 -0.3977 -0.5839
16 N 6.7588 -1.3569 -0.7268
17 H 3.9864 4.8434 0.8507
18 H 1.0429 -1.3376 2.2275
19 H 0.6440 -2.7666 1.0661
20 H -1.0551 -0.0486 1.4893
21 H -1.7015 -1.8776 1.4505
22 H -0.8311 -0.0595 -1.1519
23 H -0.7082 -1.9476 -1.1968
24 H -3.0261 -1.9061 -1.9029
25 H -3.4767 -1.6421 -0.0809
26 H -4.6337 0.1253 -1.7770
27 H -2.8974 0.7867 -2.2725
28 H -2.4692 1.2668 0.4492
29 H -3.4477 2.4629 -0.6391
30 H -5.1322 2.4010 1.1003
31 H -5.6544 0.6857 0.3534
32 H -4.4809 0.7300 1.8552
33 H 4.9032 -0.1233 -1.9323
34 H 5.8071 0.8266 0.0843
35 H 6.8892 -1.5521 -1.7471
36 In -0.7544 -3.0877 0.1206

Orbital gap: 2.00 eV
E_HOMO: -18.6 eV
Charge: +3

Mulliken population analysis, charges in e, atoms 1 to 8: C -0.22; C 0.28; O -0.31; P 0.97; O -0.53; O -0.15; C 0.04; C -0.80

Entry 3:
Formula: C4H8N2
Source: OMol25
Level of theory: ωB97M-V/def2-TZVPD

Cartesian coordinates (Å):
1 C -1.7098 -1.5694 -0.1441
2 C -0.9290 -0.7066 0.2049
3 C -0.1438 0.5755 0.3975
4 N -0.8803 1.7410 -0.0813
5 C 1.2264 0.3999 -0.3613
6 N 2.0328 -0.7778 0.0545
7 H -2.4257 -2.2857 -0.5269
8 H 0.0539 0.8302 1.4539
9 H -1.7453 1.7426 0.5187
10 H -1.1122 1.6464 -1.0768
11 H 1.8872 1.2759 -0.2000
12 H 1.1364 0.3478 -1.4211
13 H 1.5739 -1.6368 -0.3069
14 H 1.9013 -0.8591 1.1651

SMILES: C#C[C@H](N)CN
ΔE to the lowest compared entry with this formula, charge and spin: 238.5 kJ/mol
Orbital gap: 10.47 eV
E_HOMO: -9.5 eV

natural (NBO) population analysis, charges in e, atoms 1 to 8: C -0.27; C -0.04; C -0.14; N -0.81; C -0.22; N -0.81; H 0.25; H 0.21

Entry 4:
Formula: CrHO3S
Source: OMol25
Level of theory: ωB97M-V/def2-TZVPD

Cartesian coordinates (Å):
1 S -0.1764 1.2567 1.2440
2 O -1.0082 1.2270 -0.0699
3 O 1.0213 -1.0040 -0.9645
4 Cr -0.7559 -0.7940 -0.2245
5 O -0.4486 -0.2056 1.7019
6 H 1.3678 -0.4801 -1.6870

2S+1: 5
Orbital gap (spin up / spin down): 6.22 / 9.20 eV
Expectation value of S²: 6.12
E_HOMO (spin up / spin down): -14.5 / -16.5 eV
Charge: +1

Okay, here come the natural (NBO) numbers, in e, for every atom: S 1.46; O -0.86; O -0.98; Cr 1.70; O -0.82; H 0.50

Entry 5:
Formula: C20H50N2O6
Source: OMol25
Level of theory: ωB97M-V/def2-TZVPD

Cartesian coordinates (Å):
1 C -1.8432 -4.0793 3.3739
2 C -0.8120 -3.0540 3.8389
3 C -1.3440 -2.3395 5.0890
4 C 0.4574 -3.8307 4.1964
5 C 1.7205 -2.9846 4.1184
6 C 1.8335 -2.3979 2.7164
7 C 0.6959 -1.4312 2.4390
8 C 0.8377 -0.1236 3.2454
9 C 0.6958 -1.0293 0.9863
10 N -0.5573 -2.0909 2.7751
11 O -1.7146 -1.3333 2.4611
12 H -1.9709 -4.8581 4.1220
13 H -2.8086 -3.6071 3.1690
14 H -1.5017 -4.4953 2.4262
15 H -1.7574 -3.0574 5.8046
16 H -0.5609 -1.7678 5.5926
17 H -2.1433 -1.6492 4.8216
18 H 0.3448 -4.1123 5.2508
19 H 0.5665 -4.7474 3.6184
20 H 1.6629 -2.1658 4.8347
21 H 2.6083 -3.5830 4.3275
22 H 1.8461 -3.1862 1.9579
23 H 2.7788 -1.8544 2.6186
24 H 0.8092 -0.3129 4.3194
25 H 0.0012 0.5269 2.9925
26 H 1.7722 0.4044 3.0369
27 H 0.6593 -1.8652 0.2748
28 H 1.5692 -0.4428 0.6952
29 H -0.1951 -0.4449 0.7330
30 H -1.9556 -1.5980 1.5594
31 C 1.8085 3.4146 -3.4031
32 C 0.9503 3.2653 -2.1370
33 C 1.6236 2.2218 -1.2553
34 C 0.9221 4.6234 -1.4421
35 C -0.2016 4.7434 -0.4010
36 C -1.5275 4.4914 -1.0851
37 C -1.5875 3.1155 -1.7294
38 C -1.7425 2.0180 -0.6460
39 C -2.8264 3.0780 -2.6222
40 N -0.4013 2.9654 -2.5739
41 O -0.4682 1.7309 -3.2643
42 H 1.3694 4.1687 -4.0569
43 H 2.8555 3.5853 -3.1662
44 H 1.7822 2.4822 -3.9836
45 H 2.5873 2.6290 -0.9366
46 H 1.0875 1.9902 -0.3343
47 H 1.8135 1.2967 -1.7966
48 H 1.8712 4.8193 -0.9371
49 H 0.7948 5.4335 -2.1676
50 H -0.0349 4.0255 0.4117
51 H -0.2012 5.7345 0.0568
52 H -1.5959 5.2571 -1.8695
53 H -2.3665 4.6493 -0.4086
54 H -0.8071 1.8853 -0.1047
55 H -2.0698 1.0771 -1.0855
56 H -2.4700 2.3348 0.1036
57 H -2.7469 3.7854 -3.4489
58 H -3.7114 3.3259 -2.0341
59 H -2.9679 2.0778 -3.0344
60 H -0.5047 1.9510 -4.2005
61 C -1.8253 -3.4609 -0.6308
62 O -2.1705 -2.0734 -0.8527
63 H -2.4862 -3.9130 0.1125
64 H -1.8388 -4.0235 -1.5621
65 H -0.8382 -3.4973 -0.1705
66 H -3.0709 -2.1255 -1.1897
67 C 3.3149 -0.8201 -3.5525
68 O 3.0143 -0.6988 -2.1599
69 H 4.3905 -0.7101 -3.6520
70 H 2.9806 -1.7845 -3.9389
71 H 2.8497 -0.0086 -4.1280
72 H 2.0585 -0.5932 -2.0637
73 O 0.1861 -2.0313 -4.7805
74 H 0.8873 -1.4951 -5.1597
75 H 0.2147 -1.8387 -3.8271
76 O 0.0769 -0.7907 -2.2180
77 H -0.5585 -0.8951 -1.4958
78 H -0.1143 0.0941 -2.5730

SMILES: CC1(C)CCCC(C)(C)N1O.CC1(C)CCCC(C)(C)N1O.CO.CO.O.O
ΔE to the lowest compared entry with this formula, charge and spin: 0.0 kJ/mol
Orbital gap: 8.36 eV
E_HOMO: -7.9 eV

Mulliken population analysis, charges in e, atoms 1 to 8: C -1.96; C 1.38; C -1.79; C -1.14; C -0.81; C -1.07; C 1.76; C -1.94

Entry 6:
Formula: C4H10O2
Source: OMol25
Level of theory: ωB97M-V/def2-TZVPD

Cartesian coordinates (Å):
1 C 1.8244 -0.2754 -0.1841
2 C 0.5178 -0.8705 0.4560
3 C -0.6479 -0.3538 -0.3139
4 O -1.7772 -1.2478 -0.2793
5 C -1.1355 0.9711 0.1816
6 O -0.2260 2.0781 0.0279
7 H 1.8614 0.8831 -0.2484
8 H 1.9754 -0.6205 -1.2789
9 H 2.7304 -0.6412 0.3208
10 H 0.4881 -0.4977 1.5313
11 H 0.5198 -2.0154 0.4054
12 H -0.3232 -0.4022 -1.3567
13 H -2.1445 -1.2987 0.6817
14 H -1.3227 0.8275 1.2421
15 H -2.1199 1.1426 -0.2597
16 H -0.2204 2.3207 -0.9257

SMILES: CC[C@@H](O)CO
ΔE to the lowest compared entry with this formula, charge and spin: 132.1 kJ/mol
Orbital gap: 11.04 eV
E_HOMO: -10.1 eV

natural (NBO) population analysis, charges in e, atoms 1 to 8: C -0.63; C -0.43; C 0.05; O -0.72; C -0.08; O -0.72; H 0.23; H 0.20

Entry 7:
Formula: C4H8N2O
Source: OMol25
Level of theory: ωB97M-V/def2-TZVPD

Cartesian coordinates (Å):
1 N 0.3289 -0.5743 2.0171
2 C 0.3492 0.3148 0.8737
3 C 1.4176 0.0207 -0.2120
4 C 0.3577 0.2654 -1.3142
5 C -0.6713 0.1178 -0.2279
6 N -1.8933 -0.2091 -0.2186
7 O -2.3406 -0.3132 -1.5393
8 H 1.1293 -0.3655 2.6089
9 H -0.5004 -0.3987 2.5766
10 H 0.3743 1.3899 1.1301
11 H 1.6915 -1.0367 -0.1621
12 H 2.3141 0.6445 -0.2236
13 H 0.2906 -0.4518 -2.1350
14 H 0.3777 1.2799 -1.7254
15 H -3.2254 -0.6836 -1.4484

SMILES: N[C@H]1CC/C1=N\O
ΔE to the lowest compared entry with this formula, charge and spin: 325.6 kJ/mol
Orbital gap: 10.41 eV
E_HOMO: -9.4 eV

natural (NBO) population analysis, charges in e, atoms 1 to 8: N -0.82; C -0.08; C -0.40; C -0.47; C 0.22; N -0.14; O -0.58; H 0.36

Entry 8:
Formula: C47H56IrN5O4SSe3
Source: OMol25
Level of theory: ωB97M-V/def2-TZVPD

Cartesian coordinates (Å):
1 Ir 0.6814 0.7026 0.1086
2 C -8.6049 -4.6009 -8.4426
3 O -8.6264 -4.6208 -7.0231
4 C -7.5706 -4.0933 -6.3682
5 C -7.6127 -4.1819 -4.9752
6 C -6.5721 -3.6877 -4.2220
7 C -5.4665 -3.0905 -4.8321
8 C -5.4461 -2.9840 -6.2172
9 C -6.4842 -3.4802 -6.9887
10 C -4.3336 -2.5772 -4.0623
11 N -3.3412 -1.8672 -4.5504
12 C -2.5246 -1.6123 -3.4821
13 C -3.0205 -2.1758 -2.3313
14 N -4.1831 -2.7968 -2.7164
15 C -2.3732 -2.0783 -1.0641
16 C -2.7852 -2.7351 0.1097
17 C -2.0513 -2.5795 1.2472
18 C -0.9443 -1.7203 1.2450
19 N -0.5541 -1.0642 0.1642
20 C -1.2243 -1.2826 -1.0099
21 C -0.6833 -0.6857 -2.2151
22 N 0.4532 0.0373 -2.0772
23 C 0.9990 0.5628 -3.1573
24 C 0.4422 0.4319 -4.4341
25 C -0.7248 -0.2699 -4.5848
26 C -1.3099 -0.8593 -3.4547
27 H -9.5101 -5.1079 -8.7617
28 H -7.7342 -5.1342 -8.8299
29 H -8.6106 -3.5770 -8.8227
30 H -8.4736 -4.6434 -4.5118
31 H -6.6449 -3.7557 -3.1429
32 H -4.6012 -2.5014 -6.6888
33 H -6.4377 -3.3857 -8.0630
34 H -4.8147 -3.3130 -2.1306
35 H -3.6559 -3.3787 0.0983
36 H -2.2992 -3.1075 2.1563
37 H -0.3556 -1.5722 2.1410
38 H 1.9233 1.1015 -3.0165
39 H 0.9358 0.8955 -5.2764
40 H -1.2072 -0.3860 -5.5460
41 O 5.4976 2.1661 -2.8322
42 C 5.5437 3.0361 -1.7108
43 C 4.2586 2.8543 -0.8864
44 C 4.4470 3.8177 0.3037
45 O 3.3718 3.9264 1.2162
46 C 4.1174 1.3787 -0.5377
47 Se 2.9033 0.9794 0.9422
48 C 3.0708 3.2318 -1.7552
49 Se 1.2529 2.9731 -1.0272
50 H 6.2941 2.2882 -3.3567
51 H 5.6243 4.0812 -2.0317
52 H 6.4080 2.8079 -1.0763
53 H 4.6644 4.8085 -0.1156
54 H 5.3135 3.5032 0.8895
55 H 2.5689 4.0766 0.6942
56 H 5.0770 0.9505 -0.2316
57 H 3.7837 0.8339 -1.4192
58 H 3.1205 2.6630 -2.6817
59 H 3.1162 4.2925 -2.0179
60 C 2.7056 0.7222 9.1973
61 C 2.3229 0.5406 7.7532
62 C 1.3542 -0.3759 7.3709
63 C 1.0080 -0.5768 6.0388
64 C -0.0436 -1.5992 5.7067
65 C 1.6503 0.1731 5.0395
66 Se 1.1809 -0.1697 3.2033
67 C 2.6301 1.1098 5.4080
68 C 3.4144 1.9019 4.3979
69 C 2.9448 1.2747 6.7533
70 H 2.0705 0.1258 9.8507
71 H 2.6218 1.7671 9.5000
72 H 3.7401 0.4175 9.3648
73 H 0.8550 -0.9647 8.1331
74 H -0.3991 -2.0897 6.6123
75 H 0.3547 -2.3576 5.0304
76 H -0.8936 -1.1371 5.1990
77 H 2.8661 2.0455 3.4692
78 H 4.3322 1.3705 4.1300
79 H 3.7107 2.8710 4.8048
80 H 3.7160 1.9899 7.0241
81 C -0.7063 2.5396 4.3321
82 N -0.2449 3.7442 3.5828
83 C 0.7920 4.4841 4.3491
84 C 0.2463 3.4201 2.1906
85 C -0.9014 3.0850 1.2751
86 C -1.9678 3.9862 1.2340
87 C -3.0672 3.7876 0.4222
88 C -3.0935 2.6669 -0.3895
89 C -2.0297 1.7785 -0.3759
90 C -0.9086 1.9502 0.4475
91 H -1.2450 2.8708 5.2177
92 H 0.1621 1.9497 4.6116
93 H -1.3479 1.9471 3.6857
94 H -1.0576 4.3471 3.4601
95 H 1.6714 3.8490 4.4238
96 H 0.4080 4.7146 5.3397
97 H 1.0461 5.3979 3.8176
98 H 0.9530 2.5948 2.2710
99 H 0.7716 4.3101 1.8448
100 H -1.9324 4.8966 1.8290
101 H -3.8789 4.5020 0.4122
102 H -3.9293 2.4951 -1.0558
103 H -2.0838 0.9369 -1.0489
104 O 1.3490 -3.7319 0.1662
105 S 1.7826 -2.7751 -0.8958
106 C 2.1604 -3.7816 -2.3815
107 C 3.6477 -3.6449 -2.6985
108 C 4.3331 -3.4954 -1.3428
109 C 3.5429 -2.4039 -0.6393
110 H 1.5032 -3.4676 -3.1923
111 H 1.8993 -4.7941 -2.0718
112 H 3.8254 -2.7549 -3.3076
113 H 4.0143 -4.5081 -3.2539
114 H 5.3899 -3.2446 -1.4355
115 H 4.2526 -4.4271 -0.7790
116 H 3.7178 -1.4308 -1.1052
117 H 3.6967 -2.3272 0.4361

2S+1: 2
ΔE to the lowest compared entry with this formula, charge and spin: 227.6 kJ/mol
Orbital gap (spin up / spin down): 4.79 / 4.92 eV
Expectation value of S²: 0.86
E_HOMO (spin up / spin down): -8.6 / -8.6 eV
Charge: +1

Mulliken population analysis, charges in e, atoms 1 to 8: Ir 1.50; C -0.84; O -0.46; C 0.88; C -0.72; C -0.48; C 0.26; C -0.83